Density functional theory data (wB97M-V/def2-TZVPD) for an isolated molecule of C2HNO2S2 at a distorted geometry.

Output
- Electronic energy: -29340.63825 eV
- LUMO energy (alpha / beta): -1.75 / -1.75 eV
- Structure (SMILES): O=C1S[C@H]1[N+](=O)[S-]
- F_max: 3.429 eV Å⁻¹
- Energy relative to the best compared isomer or geometry (same formula, charge and spin): 101.24 kcal per mole
- Highest occupied orbital energy (alpha / beta): -9.559 / -9.558 eV

XYZ file:
```
8
C2HNO2S2, DFT wB97M-V/def2-TZVPD
C 0.15222 0.58364 -0.11030
C 1.21254 -0.58489 0.34408
N -1.24932 0.16828 0.05515
O -2.11359 0.85585 0.66927
O 1.73642 -1.28088 1.15758
S 1.43237 -0.03892 -1.28342
S -1.42183 -1.31630 -0.67063
H 0.25120 1.61323 -0.16173
```